Record 1
Formula: C13H11NO2
Source: the Open Molecules 2025 dataset
Level of theory: the ωB97M-V functional and the def2-TZVPD basis

Last column: Löwdin charge in e.
Element x y z (Å)
C1 3.5540 3.4355 1.0213  -0.05
C2 3.0956 2.1816 0.3419  -0.27
C3 3.9194 1.5358 -0.5747  -0.05
C4 3.4995 0.3838 -1.2117  -0.07
C5 2.2489 -0.1519 -0.9526  -0.01
C6 1.4234 0.4948 -0.0477  -0.22
O1 0.1719 0.0034 0.3121  0.07
C7 -0.6740 -0.4775 -0.6145  -0.43
O2 -0.4647 -0.4876 -1.8003  0.13
C8 -1.9243 -0.9793 0.0098  -0.10
C9 -2.1101 -1.0460 1.3887  0.00
C10 -3.3123 -1.5339 1.8702  -0.05
C11 -4.2766 -1.9351 0.9556  -0.14
N1 -4.1086 -1.8753 -0.3554  0.07
C12 -2.9647 -1.4106 -0.8155  -0.07
C13 1.8417 1.6504 0.5986  0.04
H1 4.5598 3.3096 1.4175  0.08
H2 3.5786 4.2588 0.3077  0.08
H3 2.8863 3.7062 1.8347  0.07
H4 4.8976 1.9423 -0.7861  0.11
H5 4.1501 -0.1099 -1.9175  0.11
H6 1.9212 -1.0511 -1.4481  0.12
H7 -1.3270 -0.7250 2.0590  0.12
H8 -3.4980 -1.6036 2.9307  0.10
H9 -5.2312 -2.3245 1.2846  0.11
H10 -2.8518 -1.3712 -1.8905  0.12
H11 1.1738 2.1250 1.3018  0.12

Values from the calculation:
max |F|	0.0138	Eh/bohr
energy above the lowest of the compared OMol25 structures with the same formula, charge and spin	0.00	kJ/mol
SMILES	Cc1cccc(OC(=O)c2cccnc2)c1
energy	-707.234414	hartree
HOMO energy	-9.1	eV

Record 2
Formula: C10H23N2O
Source: the Open Molecules 2025 dataset
Level of theory: the ωB97M-V functional and the def2-TZVPD basis

Last column: Löwdin charge in e.
Element x y z (Å)
C1 -0.3020 -2.8728 -1.3174  -0.10
C2 0.1072 -1.4270 -0.8553  -0.20
C3 1.5049 -0.9390 -1.3871  -0.24
C4 2.7340 -1.5968 -0.6787  0.09
N1 3.4847 -2.2426 -1.5227  0.11
C5 2.9489 -2.0908 -2.9078  -0.11
C6 1.6929 -1.1364 -2.9520  -0.08
H1 0.3303 -3.6921 -0.8982  0.08
H2 -1.3349 -3.0494 -0.9105  0.09
H3 -0.4076 -2.9845 -2.4268  0.08
H4 0.0761 -1.4217 0.2640  0.12
H5 -0.6564 -0.7204 -1.2711  0.13
H6 1.6373 0.1683 -1.2298  0.14
H7 3.0131 -1.5761 0.3956  0.17
H8 4.3402 -2.7771 -1.3877  0.19
H9 3.7453 -1.4322 -3.3669  0.14
H10 2.9965 -2.9729 -3.5878  0.14
H11 1.9134 -0.1818 -3.4929  0.13
H12 0.7596 -1.5122 -3.4240  0.11
C7 -1.4788 2.8393 3.3556  -0.07
C8 -2.5599 2.0109 2.6693  -0.43
C9 -1.9977 0.8884 1.7761  -0.20
O1 -1.4981 1.3326 0.5193  -0.20
C10 -0.1717 1.8233 0.5526  -0.11
N2 -3.4441 2.9098 1.9204  0.04
H13 -0.9823 3.5285 2.6710  0.07
H14 -1.9152 3.4425 4.1533  0.08
H15 -0.7179 2.1959 3.8054  0.08
H16 -3.1497 1.5325 3.4573  0.14
H17 -2.8191 0.2067 1.5370  0.12
H18 -1.2422 0.2932 2.3053  0.11
H19 0.4520 1.2770 1.2674  0.09
H20 -0.1637 2.8902 0.7802  0.08
H21 0.2549 1.6983 -0.4455  0.07
H22 -4.2154 2.3685 1.5372  0.08
H23 -2.9351 3.2200 1.0952  0.07

Values from the calculation:
max |F|	0.0785	Eh/bohr
energy above the lowest of the compared OMol25 structures with the same formula, charge and spin	178.14	kJ/mol
charge	+1
energy	-579.264115	hartree
HOMO energy	-11.3	eV

Record 3
Formula: C5H10N2
Source: the Open Molecules 2025 dataset
Level of theory: the ωB97M-V functional and the def2-TZVPD basis

Last column: Löwdin charge in e.
Element x y z (Å)
C1 1.1503 1.4445 0.4358  -0.14
N1 0.2117 0.3994 0.7682  -0.06
C2 0.2707 -0.7926 0.1543  -0.43
C3 1.5209 -1.5148 -0.2718  -0.04
C4 -1.0354 -1.2045 -0.0214  -0.09
C5 -1.7586 0.0102 0.3163  -0.17
N2 -2.1281 0.8874 -0.6539  0.09
H1 1.2271 2.1597 1.2581  0.07
H2 2.1585 1.0698 0.2132  0.07
H3 0.8201 2.0045 -0.4575  0.07
H4 2.3199 -1.3977 0.4638  0.08
H5 1.3120 -2.5763 -0.4132  0.07
H6 1.8905 -1.1236 -1.2244  0.08
H7 -1.4423 -2.2059 0.0305  0.08
H8 -2.3947 0.0703 1.2029  0.13
H9 -1.4908 1.0491 -1.4230  0.10
H10 -2.6317 1.7205 -0.3780  0.10

Values from the calculation:
max |F|	0.0199	Eh/bohr
energy above the lowest of the compared OMol25 structures with the same formula, charge and spin	262.01	kJ/mol
SMILES	C/N=C(C)/C=C/N
energy	-305.924059	hartree
HOMO energy	-7.1	eV

Record 4
Formula: C2H8NO2
Source: the Open Molecules 2025 dataset
Level of theory: the ωB97M-V functional and the def2-TZVPD basis

Last column: Löwdin spin population.
Element x y z (Å)
C1 0.2055 0.1110 -1.3913  0.00
N1 0.3653 -0.2460 0.0364  0.00
C2 -0.6065 -1.2218 0.5596  0.10
O1 -0.2418 -2.5137 0.3871  0.81
H1 1.0877 0.5376 -1.8984  0.00
H2 -0.6091 0.8043 -1.3639  0.00
H3 -0.0069 -0.8075 -1.9354  0.00
H4 1.2508 -0.6909 0.2487  0.00
H5 -1.5777 -1.0047 0.0487  0.03
H6 -0.5771 -1.1468 1.6612  0.05
H7 0.3550 1.6084 0.5684  0.00
H8 0.2129 2.1548 2.0044  0.00
O2 0.1419 2.4154 1.0747  0.00

Values from the calculation:
max |F|	0.0318	Eh/bohr
energy above the lowest of the compared OMol25 structures with the same formula, charge and spin	31.37	kJ/mol
spin multiplicity	2
<S²>	0.7539
energy	-286.136056	hartree
HOMO energy (alpha / beta)	-9.8 / -9.7	eV